An isolated molecule of C5H10O. Source: the OMol25 dataset; level of theory: ωB97M-V/def2-TZVPD.

Computed properties:
Highest occupied orbital energy: -9.77 eV
Electronic energy: -271.7063 Eh
LUMO: 1.0 eV

```
16
Properties=species:S:1:pos:R:3:nbo_charge:R:1
C 0.341 1.482 0.261 -0.640
C 0.492 -0.094 0.154 -0.198
C 0.642 -0.698 1.549 -0.605
C -0.787 -0.655 -0.526 -0.564
C -0.803 -0.654 -2.025 0.442
O -0.016 -0.012 -2.680 -0.541
H 1.279 1.882 0.644 0.216
H -0.457 1.856 0.940 0.203
H 0.148 1.992 -0.702 0.227
H 1.354 -0.269 -0.494 0.222
H 0.871 -1.772 1.551 0.213
H 1.441 -0.168 2.069 0.211
H -0.283 -0.570 2.132 0.202
H -1.401 -1.446 -0.065 0.225
H -1.174 0.310 -0.282 0.277
H -1.647 -1.184 -2.526 0.111
```


An isolated molecule of CH2S2. Source: the OMol25 dataset; level of theory: ωB97M-V/def2-TZVPD.

Computed properties:
Highest occupied orbital energy: -8.93 eV
Electronic energy: -835.6278 Eh
LUMO: -0.3 eV

```
5
Properties=species:S:1:pos:R:3:nbo_charge:R:1
S 0.846 0.627 1.682 0.107
C 0.145 0.345 0.302 -0.515
S -0.914 -1.111 -0.090 0.063
H 0.484 1.105 -0.568 0.226
H -0.561 -0.966 -1.326 0.119
```


A structure of composition C27H50N2O19S5. Source: the OMol25 dataset; level of theory: ωB97M-V/def2-TZVPD.

Computed properties:
Highest occupied orbital energy: -7.49 eV
Electronic energy: -4587.1966 Eh
LUMO: -0.8 eV

```
103
Properties=species:S:1:pos:R:3:lowdin_charge:R:1
C 1.553 -1.059 -1.822 -0.035
C 1.805 -0.228 -0.721 -0.105
C 1.086 -0.359 0.471 -0.155
C 0.121 -1.419 0.510 -0.143
C -0.212 -2.152 -0.569 -0.004
C 0.516 -2.017 -1.793 -0.003
N -0.626 -1.573 1.797 -0.297
O -1.574 -2.328 1.726 0.045
O -0.445 -0.842 2.775 -0.039
H 2.065 -0.842 -2.748 0.072
H 2.652 0.433 -0.837 0.084
H 1.501 0.252 1.259 0.043
H -0.963 -2.926 -0.510 0.127
H 0.323 -2.633 -2.659 0.006
C -0.846 -6.237 -4.589 -0.106
C -2.157 -6.197 -4.474 -0.064
C -2.687 -5.056 -3.785 0.030
C -1.926 -3.947 -3.399 -0.071
C -0.521 -4.044 -3.590 0.017
C -0.015 -5.162 -4.205 -0.036
N -2.491 -2.693 -2.854 -0.275
O -3.670 -2.583 -2.896 0.031
O -1.681 -1.834 -2.541 0.026
H -0.346 -7.087 -5.028 0.111
H -2.763 -7.047 -4.751 0.114
H -3.748 -5.003 -3.593 0.109
H 0.123 -3.213 -3.342 0.040
H 1.022 -5.332 -4.454 0.108
O 1.810 5.975 -1.696 -0.330
S 0.665 5.460 -0.862 0.773
O -0.700 5.302 -1.400 -0.333
O 1.280 3.938 -0.332 -0.248
C 0.342 3.015 0.251 -0.173
C 0.680 1.473 -0.098 -0.076
C 0.532 6.367 0.747 -0.093
H -0.737 3.155 0.195 0.106
H 0.600 3.146 1.302 0.082
H 1.728 1.503 -0.396 0.082
H 0.043 1.061 -0.880 0.131
H 0.611 0.845 0.790 0.017
H -0.299 5.953 1.318 -0.003
H 0.380 7.433 0.580 0.077
H 1.529 6.262 1.175 0.077
O -4.825 -1.232 0.718 -0.301
S -4.630 -1.618 -0.668 0.717
O -5.489 -1.108 -1.737 -0.296
O -3.070 -1.173 -1.072 -0.337
C -2.695 0.171 -0.987 -0.172
C -1.752 0.311 0.208 -0.120
C -4.612 -3.507 -0.650 -0.061
H -3.615 0.697 -0.731 0.119
H -2.328 0.449 -1.975 0.132
H -1.416 1.275 0.589 0.079
H -0.876 -0.281 -0.059 0.048
H -2.131 -0.082 1.151 0.065
H -3.753 -3.772 -0.034 0.068
H -4.482 -3.818 -1.687 0.024
H -5.581 -3.893 -0.334 0.075
O 3.994 0.960 -4.193 -0.277
S 3.719 1.212 -2.796 0.770
O 2.662 2.199 -2.368 -0.264
O 3.602 -0.270 -1.952 -0.459
C 4.475 -1.354 -2.355 -0.190
C 3.685 -2.007 -3.475 -0.079
C 5.351 1.803 -2.094 -0.081
H 4.645 -2.092 -1.571 0.132
H 5.476 -1.048 -2.656 0.112
H 3.838 -3.086 -3.431 0.083
H 4.072 -1.857 -4.483 0.087
H 2.610 -1.839 -3.406 0.045
H 6.067 0.982 -2.143 0.044
H 5.111 1.750 -1.032 0.065
H 5.861 2.602 -2.631 0.081
O -2.885 4.462 3.557 -0.286
S -1.864 4.385 2.493 0.716
O -0.577 4.928 2.739 -0.296
O -1.656 2.849 1.904 -0.252
C -0.734 2.072 2.563 -0.373
C -1.175 0.655 2.323 -0.096
C -2.591 5.214 0.977 -0.075
H -0.772 2.244 3.638 0.020
H 0.276 2.409 2.328 0.087
H -2.244 0.445 2.345 0.169
H -0.613 0.116 3.086 -0.038
H -0.697 0.182 1.466 0.043
H -2.835 6.263 1.149 0.084
H -3.476 4.606 0.791 0.072
H -1.951 5.085 0.104 0.013
O 0.343 2.472 3.929 -0.276
S 1.226 1.418 4.455 0.837
O 2.352 1.673 5.342 -0.276
O 0.323 0.214 5.070 -0.227
C 0.953 -0.787 5.735 -0.346
C -0.005 -1.829 6.122 -0.059
C 1.902 0.340 3.002 -0.007
H 1.418 -0.428 6.653 0.133
H 1.674 -1.290 5.090 0.127
H -0.776 -1.981 5.367 0.088
H -0.513 -1.494 7.026 0.087
H 0.360 -2.827 6.363 0.093
H 2.915 0.005 3.228 0.100
H 2.006 0.889 2.066 0.063
H 1.135 -0.422 2.867 0.050
```


A cluster of 2 separate species, C4H7ClS in total. Source: the OMol25 dataset; level of theory: ωB97M-V/def2-TZVPD.

Computed properties:
Highest occupied orbital energy: -8.25 eV
Electronic energy: -1014.8222 Eh
LUMO: 0.3 eV

```
13
Properties=species:S:1:pos:R:3:nbo_charge:R:1
C 1.960 -2.177 -1.344 -0.447
C -0.187 1.368 -0.427 -0.407
C -2.049 -0.255 -0.453 -0.697
C -0.662 0.107 -0.276 0.016
S 3.401 -2.574 -0.547 0.144
Cl 0.403 -1.080 0.534 0.012
H 1.882 -1.174 -1.642 0.126
H 3.026 -3.844 -0.437 0.112
H -0.692 2.194 -0.870 0.207
H 0.737 1.712 -0.082 0.206
H -2.479 0.104 -1.388 0.247
H -2.273 -1.313 -0.756 0.241
H -2.565 -0.024 0.510 0.241
```


An isolated molecule of C4H4N2S2. Source: the OMol25 dataset; level of theory: ωB97M-V/def2-TZVPD.

Computed properties:
Highest occupied orbital energy: -8.41 eV
Electronic energy: -1060.6683 Eh
LUMO: -0.3 eV

```
12
Properties=species:S:1:pos:R:3:nbo_charge:R:1
H 3.582 -0.493 -0.002 0.369
N 2.834 -1.233 -0.027 -0.618
C 1.725 -0.681 0.012 0.228
N 1.644 0.780 -0.146 -0.441
C 0.425 1.209 -0.049 0.119
C -0.599 0.145 0.124 -0.315
C -1.934 0.424 0.051 -0.343
S -3.213 -0.704 -0.094 0.111
S 0.119 -1.403 -0.047 0.314
H 0.131 2.236 -0.141 0.208
H -2.190 1.509 0.140 0.242
H -2.524 -1.789 0.179 0.127
```


A cluster of 2 separate species, C10H13O2 in total. Source: the OMol25 dataset; level of theory: ωB97M-V/def2-TZVPD.

Computed properties:
Multiplicity: 2
Highest occupied orbital energy (spin up / spin down): 3.58 / -0.68 eV
<S²>: 0.76
Total charge: -2
Electronic energy: -539.1696 Eh
LUMO (spin up / spin down): 6.0 / 5.8 eV

```
25
Properties=species:S:1:pos:R:3:lowdin_spin:R:1
C -0.292 -1.761 -1.239 0.003
C 0.885 -2.829 -1.068 0.002
C -1.568 -2.506 -1.637 0.000
O -1.984 -2.112 -2.776 0.001
O -2.070 -3.249 -0.841 0.001
H -0.412 -1.248 -0.232 0.002
H 0.065 -0.963 -1.802 0.003
H 0.499 -3.864 -0.875 0.000
H 1.368 -2.563 -0.249 0.001
H 1.399 -3.013 -2.107 0.000
C 1.970 2.834 0.422 0.030
C -1.610 0.522 1.363 0.093
C -1.555 1.368 0.218 0.109
C -0.419 0.349 2.117 0.245
C -0.380 1.992 -0.180 0.227
C 0.740 1.027 1.673 0.087
C 0.799 1.892 0.579 0.087
H -2.489 -0.040 1.898 0.002
H -2.492 1.351 -0.460 0.007
H -0.494 -0.183 3.069 0.030
H -0.312 2.613 -1.040 0.035
H 1.549 0.996 2.233 0.007
H 2.114 3.074 -0.668 0.014
H 3.023 2.550 0.715 0.003
H 1.664 3.763 0.884 0.010
```


The ion C4H11N2 with charge +1. Source: the OMol25 dataset; level of theory: ωB97M-V/def2-TZVPD.

Computed properties:
Highest occupied orbital energy: -13.05 eV
Total charge: +1
Electronic energy: -268.2547 Eh
LUMO: -3.6 eV

```
17
Properties=species:S:1:pos:R:3:nbo_charge:R:1
C -2.099 -0.527 0.571 -0.629
C -1.197 -0.302 -0.661 -0.432
C 0.221 0.051 -0.271 0.008
N 0.826 -0.809 0.784 -0.693
C 0.973 1.006 -0.823 0.050
N 2.274 1.347 -0.564 -0.816
H -3.119 -0.649 0.229 0.254
H -2.069 0.353 1.214 0.221
H -1.888 -1.392 1.211 0.190
H -1.183 -1.172 -1.309 0.225
H -1.619 0.588 -1.120 0.249
H 0.065 -1.188 1.352 0.450
H 1.343 -1.615 0.430 0.436
H 1.448 -0.245 1.388 0.445
H 0.471 1.622 -1.551 0.229
H 2.928 0.647 -0.257 0.386
H 2.626 2.285 -0.623 0.426
```


A structure of composition C3H6NaO5. Source: the OMol25 dataset; level of theory: ωB97M-V/def2-TZVPD.

Computed properties:
Highest occupied orbital energy: -3.64 eV
Total charge: -1
Electronic energy: -656.4353 Eh
LUMO: 1.3 eV

```
15
Properties=species:S:1:pos:R:3:nbo_charge:R:1
C 0.112 -1.391 -0.954 -0.054
C -0.397 -0.662 0.291 -0.095
O -1.581 -0.846 1.042 -0.570
C -1.704 -0.032 2.148 0.960
O -0.763 0.772 2.399 -0.926
O -2.728 -0.216 2.812 -0.752
O 1.332 -0.822 -1.250 -0.978
Na 1.500 1.634 1.622 0.956
H -0.668 -1.245 -1.737 0.099
H 0.211 -2.458 -0.650 0.103
H -0.535 0.367 -0.106 0.139
H 0.374 -0.981 1.028 0.147
H 1.577 1.170 -1.948 0.529
O 1.994 2.043 -2.288 -1.009
H 1.275 2.668 -2.409 0.450
```